The molecule C4H5ClN2O at a distorted geometry, computed with wB97M-V/def2-TZVPD.

```
13
Properties=species:S:1:pos:R:3:forces:R:3:mulliken_charge:R:1
Cl 1.776 -1.329 1.167 -0.72 1.37 -1.30 -0.11
O -0.831 0.710 -0.960 0.30 -0.64 0.65 -0.14
N -2.186 0.454 -0.829 -1.44 0.18 -1.38 -0.39
N 1.159 -0.234 -0.144 -0.96 -2.78 0.63 -0.12
C -1.084 -1.005 0.493 -0.77 0.21 -0.65 -0.24
C -2.300 -0.596 -0.085 1.67 1.27 0.68 -0.49
C -0.247 -0.181 -0.172 3.01 -1.01 1.32 0.50
C 1.861 0.966 -0.281 0.01 2.39 2.95 -0.71
H -3.210 -0.947 0.207 -2.57 -0.73 0.31 0.47
H 1.381 1.739 0.452 0.75 -0.65 -1.57 0.28
H 2.866 0.858 0.140 -0.02 -0.05 -0.86 0.29
H 1.785 1.240 -1.313 0.36 0.63 -0.47 0.29
H -0.971 -1.675 1.324 0.39 -0.18 -0.31 0.38
```
Positions in Å, forces in eV/Å.

Calculated values
* energy relative to the best compared isomer or geometry (same formula, charge and spin): 86.3 kcal per mole
* highest occupied orbital energy: -0.3239 Ha
* structure (SMILES): CN(Cl)c1ccno1
* frontier orbital gap: 8.814 eV